# C18H20N2O

One molecule with the formula C18H20N2O in a non-equilibrium geometry (wB97M-V/def2-TZVPD, the OMol25 dataset).

```
41
Properties=species:S:1:pos:R:3:lowdin_charge:R:1
O 0.43 2.94 -2.54 0.02
C -0.57 2.32 -2.17 -0.61
C -1.78 -2.66 -3.39 -0.05
C -0.53 -2.25 -2.89 -0.08
C -2.99 -2.20 -2.63 -0.04
C 0.91 -1.42 2.92 -0.05
C -0.40 -1.31 -1.83 -0.04
C -2.84 -1.35 -1.55 -0.08
C -0.09 -1.32 1.93 -0.01
C 1.90 -0.45 2.88 -0.23
C 1.80 0.60 1.93 -0.19
C 0.79 0.72 0.97 -0.09
C -1.58 -1.00 -1.13 -0.20
C -0.24 -0.25 1.00 -0.15
N -1.20 1.61 -3.11 0.18
N -0.64 1.92 -0.87 -0.07
C 2.97 -0.50 3.98 -0.05
C 2.85 1.67 1.97 -0.04
C 0.67 1.81 -0.15 -0.06
C -1.46 -0.10 0.16 -0.20
C -1.79 1.43 -0.11 -0.08
H -1.78 -3.33 -4.19 0.07
H 0.40 -2.67 -3.40 0.12
H -3.97 -2.47 -3.06 0.10
H 1.05 -2.28 3.59 0.11
H 0.59 -1.04 -1.48 0.12
H -3.71 -1.08 -0.93 0.12
H -0.89 -2.05 2.06 0.11
H -0.84 1.72 -4.04 0.11
H -1.30 0.65 -2.76 0.08
H 2.89 -1.42 4.54 0.07
H 3.94 -0.32 3.47 0.09
H 2.75 0.31 4.70 0.09
H 2.96 2.04 3.01 0.09
H 3.74 1.35 1.46 0.08
H 2.53 2.57 1.42 0.07
H 0.86 2.88 0.20 0.14
H 1.50 1.53 -0.85 0.14
H -2.37 -0.32 0.74 0.14
H -1.72 2.03 0.79 0.12
H -2.81 1.68 -0.63 0.16
```

**Relative energy (zero: lowest compared OMol25 entry of this formula, charge and spin)**: 221.2 kJ/mol
**Electronic energy**: -24017.2404 eV
**HOMO energy**: -8.63 eV
**HOMO-LUMO gap**: 0.3443 Eh